# 1
5 unconnected molecules or ions with the total composition C28H41F9N5O2S at a distorted geometry, computed with ωB97M-V/def2-TZVPD.

The geometry in XYZ format:
```
86
Properties=species:S:1:pos:R:3:forces:R:3:mulliken_charge:R:1
O 3.900 -4.897 1.954 0.064 0.782 -0.036 -0.453
C 3.716 -3.923 1.270 0.278 -1.621 0.569 -0.202
O 4.022 -3.931 -0.053 0.024 1.491 0.707 -0.386
C 3.088 -2.707 1.923 -0.342 0.143 -0.981 0.858
C 3.869 -1.780 2.637 -0.085 -0.670 -0.407 -0.572
C 3.228 -0.731 3.228 0.860 0.125 0.427 -0.376
N 1.898 -0.601 3.131 0.424 0.044 0.183 0.306
C 1.125 -1.459 2.461 -1.367 0.060 0.028 0.134
C -0.366 -1.198 2.467 0.273 -0.396 0.107 -0.832
C -0.999 -1.091 1.050 -0.663 0.093 0.286 -0.784
C -1.964 -2.281 0.715 0.980 -0.110 -0.900 -0.831
C -3.348 -1.817 0.211 0.237 0.358 0.536 -1.661
C -4.438 -1.779 1.323 1.731 0.103 -2.467 0.887
F -3.798 -1.333 2.436 -0.954 -0.054 0.377 -0.284
F -5.354 -0.880 0.892 -0.354 -0.232 0.786 -0.301
C -5.039 -3.195 1.520 0.225 -0.535 0.843 0.601
F -5.217 -3.852 0.375 -0.231 0.774 -0.296 -0.279
F -4.134 -3.920 2.203 0.057 0.305 0.050 -0.300
S -6.668 -3.286 2.478 -1.198 -1.734 1.280 1.334
F -5.964 -4.038 3.717 -0.161 0.515 -0.387 -0.299
F -6.403 -1.902 3.219 -0.018 -0.059 -0.651 -0.293
F -7.461 -2.612 1.279 0.587 0.228 0.211 -0.282
F -6.955 -4.741 1.853 0.143 0.602 0.000 -0.310
F -8.050 -3.406 3.259 0.434 0.229 -0.234 -0.275
C 1.705 -2.547 1.831 0.688 -0.043 0.009 -0.101
H 4.892 -4.353 -0.124 -0.293 -0.475 -0.232 0.374
H 4.946 -1.912 2.730 -0.302 0.143 -0.003 0.496
H 3.778 0.002 3.815 -0.384 0.015 -0.212 0.377
H 1.483 0.193 3.614 -0.063 0.055 -0.293 -0.073
H -0.569 -0.328 3.109 0.024 -0.125 -0.362 0.208
H -0.829 -2.057 2.984 0.170 0.304 -0.108 0.490
H -1.569 -0.150 1.019 0.243 -0.258 0.022 0.528
H -0.237 -0.999 0.258 -0.127 -0.055 0.370 0.419
H -1.991 -3.005 1.539 -0.291 0.315 -0.127 0.739
H -1.485 -2.800 -0.138 -0.499 0.113 0.780 0.745
H -3.239 -0.758 -0.080 -0.218 -0.349 0.036 0.471
H -3.682 -2.341 -0.691 0.016 -0.096 0.401 0.446
H 1.093 -3.268 1.291 0.081 0.280 0.120 0.541
C -1.170 0.512 -3.435 0.000 -0.051 -0.113 -0.616
C -0.916 -0.513 -4.537 0.095 0.330 0.150 -0.270
C -1.835 -1.734 -4.433 0.311 0.041 0.119 -0.637
C -1.615 -2.410 -3.146 -0.217 -0.301 0.206 0.273
N -1.448 -2.923 -2.127 0.100 0.203 -1.029 -0.543
H -0.969 0.097 -2.445 -0.026 0.011 -0.004 -0.010
H -0.517 1.374 -3.561 -0.047 0.011 0.028 0.135
H -2.204 0.864 -3.456 0.024 0.024 0.038 0.347
H 0.127 -0.832 -4.493 -0.043 -0.083 -0.127 0.140
H -1.064 -0.039 -5.508 -0.011 -0.134 -0.040 0.378
H -1.630 -2.435 -5.243 -0.039 -0.078 0.073 0.343
H -2.883 -1.435 -4.504 -0.012 -0.054 0.077 0.312
C -0.277 5.332 -4.277 -0.007 0.010 0.006 -1.127
C 0.874 5.728 -3.358 -0.225 0.112 -0.219 -0.525
C 1.632 4.519 -2.799 -0.313 0.124 0.159 -0.131
C 0.727 3.669 -2.004 0.009 -0.335 0.198 0.289
N 0.015 3.003 -1.388 0.364 0.350 -0.249 -0.474
H -1.034 4.754 -3.744 0.045 -0.031 0.003 0.330
H -0.768 6.220 -4.674 0.025 -0.025 -0.027 0.342
H 0.080 4.737 -5.120 -0.027 0.010 0.003 0.299
H 0.484 6.330 -2.535 0.105 -0.030 0.041 0.297
H 1.573 6.357 -3.912 0.081 -0.049 0.087 0.333
H 2.452 4.849 -2.161 0.003 -0.099 0.032 0.343
H 2.053 3.923 -3.611 -0.034 -0.047 0.023 0.057
C 0.135 2.301 6.229 -0.060 0.048 -0.010 -0.972
C 0.628 3.722 5.978 -0.016 -0.245 0.199 -0.442
C 0.704 4.075 4.487 0.218 -0.138 0.179 -0.441
C 1.640 3.174 3.794 0.119 -0.005 -0.370 0.351
N 2.374 2.469 3.250 -0.445 0.076 0.442 -0.519
H 0.817 1.559 5.805 0.015 0.022 -0.003 0.176
H 0.069 2.105 7.298 -0.023 -0.023 -0.029 0.361
H -0.855 2.147 5.795 0.012 -0.020 0.023 0.300
H 1.612 3.844 6.435 -0.013 0.101 -0.056 0.303
H -0.044 4.425 6.472 0.035 0.065 -0.097 0.327
H 1.047 5.101 4.358 0.029 -0.035 -0.116 0.311
H -0.279 3.986 4.021 0.045 -0.024 -0.077 0.284
C 3.498 -0.863 -2.523 0.022 0.000 0.041 -0.825
C 4.674 -0.326 -3.333 -0.094 -0.135 0.265 -0.574
C 4.240 0.608 -4.467 0.003 -0.381 -0.054 -0.065
C 3.364 -0.107 -5.412 -0.227 0.076 -0.328 0.272
N 2.675 -0.667 -6.147 0.309 0.237 0.446 -0.460
H 2.830 -1.468 -3.139 -0.003 0.047 -0.018 0.344
H 3.854 -1.498 -1.710 -0.022 0.013 -0.004 0.140
H 2.917 -0.046 -2.086 -0.017 -0.017 -0.015 0.253
H 5.237 -1.166 -3.744 0.032 0.084 -0.066 0.313
H 5.348 0.217 -2.667 0.031 0.057 -0.106 0.353
H 5.112 0.977 -5.008 -0.066 0.032 -0.063 0.335
H 3.700 1.469 -4.068 -0.038 -0.010 -0.044 -0.069
```
Positions in Å, forces in eV/Å.

The calculation puts the HOMO energy at -13.28 eV. The max |F| is 3.015 eV/Å. The LUMO energy comes out at -3.77 eV. Its total charge is +1. The HOMO-LUMO gap is 9.509 eV.



# 2
A molecular structure, C7H18ClI2IrOP2 at a distorted geometry, computed with ωB97M-V/def2-TZVPD.

The geometry in XYZ format:
```
32
Properties=species:S:1:pos:R:3:forces:R:3:lowdin_spin:R:1
I 1.909 -4.537 0.808 2.820 -1.139 -2.542 1.489
I 0.133 -4.086 2.599 -2.623 0.207 2.957 1.450
Ir -0.244 0.401 -0.249 -1.041 3.894 -1.264 1.102
P -1.536 -1.082 -1.360 -2.196 -2.371 -1.683 0.137
C -1.229 -2.810 -0.861 0.559 0.038 0.507 0.016
C -3.318 -0.763 -1.013 0.683 0.588 0.051 0.029
H -1.187 0.073 -3.432 -0.053 -0.240 -0.237 0.002
H -1.991 -1.526 -3.746 0.203 0.198 0.362 0.006
H -0.239 -1.452 -3.344 -0.213 0.184 -0.147 0.001
C -1.220 -0.988 -3.168 0.233 0.029 0.611 0.026
H -3.480 0.323 -1.115 -0.146 -0.463 0.001 0.003
H -3.984 -1.310 -1.693 0.324 -0.003 0.054 0.006
H -1.878 -3.503 -1.417 0.208 0.199 0.197 0.002
H -1.383 -2.915 0.235 -0.282 0.083 -0.703 0.011
H -3.511 -1.059 0.019 -0.139 0.028 -0.011 0.001
H -0.159 -3.060 -1.025 -0.629 0.100 -0.263 0.007
C 0.726 -0.833 0.656 2.586 -2.179 2.176 0.025
O 1.486 -1.414 1.299 -1.707 0.209 -1.463 0.015
Cl -1.227 2.170 -1.389 0.546 -0.835 0.656 0.393
C 2.370 0.940 2.145 -0.455 -0.586 -0.739 0.012
P 1.246 1.802 0.997 2.032 1.725 1.846 0.174
C 0.300 2.902 2.116 -0.312 0.193 -0.928 0.035
C 2.406 2.666 -0.112 -1.146 0.026 -0.454 0.032
H 1.767 0.376 2.852 0.185 -0.076 0.192 0.001
H 3.005 1.611 2.694 0.129 0.698 0.105 0.005
H 3.010 0.273 1.557 0.004 0.143 0.350 0.001
H 0.960 3.651 2.601 -0.140 -0.498 -0.343 0.008
H -0.479 3.419 1.526 0.282 -0.153 0.502 0.001
H -0.144 2.251 2.871 -0.130 0.181 0.062 0.001
H 2.990 3.427 0.406 -0.082 -0.058 0.293 0.008
H 3.062 1.923 -0.538 0.345 -0.247 -0.155 0.001
H 1.840 3.129 -0.922 0.155 0.125 0.009 0.001
```
Positions in Å, forces in eV/Å.

The calculation puts the HOMO energy (alpha / beta) at -17.80 / -20.43 eV. The calculation puts the relative energy (zero: lowest compared OMol25 entry of this formula, charge and spin) at 0.000 eV. The max |F| is 4.224 eV/Å. The LUMO energy (alpha / beta) comes out at -10.72 / -14.24 eV. Its multiplicity is 6. Its total charge is +3. The HOMO-LUMO gap (alpha / beta) is 7.081 / 6.192 eV.